<1>
The following is a quantum chemistry calculation of an isolated molecule of C20H28N2O4, from the Open Molecules 2025 dataset.

## Properties
HOMO energy ... -8.055 eV
Orbital gap ... 8.8426 eV
2S+1 ... 1
Molecular weight ... 360.454 g mol⁻¹
SMILES string ... CCOc1ccc(CNC(=O)[C@@H]2CCC(=O)N2C2CCCC2)cc1OC

Atoms and positions in Å:
C: -3.04 0.44 3.51
O: -0.12 0.82 2.32
C: 2.32 -0.35 -3.26
C: -2.86 -1.98 3.83
H: 3.80 -0.08 2.13
C: 3.01 -0.45 1.48
H: 2.07 0.06 1.72
C: -2.82 -0.25 2.16
C: -1.86 2.13 -0.52
C: -0.52 1.93 0.18
C: 0.63 -1.36 -1.89
C: 3.11 -0.09 -2.15
H: -0.67 -2.98 -1.30
H: -2.35 3.03 -0.14
C: 4.24 2.33 -3.78
H: 0.48 -1.14 -4.01
C: -2.65 0.88 -0.10
H: -1.29 -1.98 -2.64
H: -1.07 -1.03 0.14
C: 1.42 -1.12 -0.76
C: 2.64 -0.47 -0.87
H: 1.07 -1.43 0.21
C: -0.85 1.06 1.38
H: -4.55 -0.77 4.48
H: -2.14 -2.31 1.79
C: -0.74 -1.96 -1.70
N: -2.10 0.57 1.21
H: 2.89 -1.53 1.63
H: 4.78 0.26 -4.17
H: 2.66 -0.08 -4.25
H: -1.07 -1.31 2.81
H: 4.72 2.70 -4.68
C: -3.46 -0.70 4.44
H: 4.36 3.06 -2.98
H: 0.20 1.39 -0.45
H: -3.78 1.23 3.45
H: -3.10 -0.53 5.45
H: 3.17 2.22 -3.98
N: -1.50 -1.15 -0.77
H: -3.79 -0.50 1.70
H: -3.66 -2.68 3.57
O: 4.33 0.50 -2.16
C: -2.38 -0.21 -1.15
O: -2.93 -0.18 -2.24
H: -3.72 1.07 -0.05
C: 1.09 -0.97 -3.13
H: -2.19 -2.49 4.53
H: -0.05 2.86 0.50
H: 5.93 1.15 -3.15
O: 3.45 -0.16 0.17
H: -2.09 0.87 3.83
C: -2.11 -1.55 2.57
C: 4.87 1.00 -3.37
H: -1.78 2.21 -1.60


<2>
The following is a quantum chemistry calculation of an isolated molecule of C20H28N2O4, from the Open Molecules 2025 dataset.

## Properties
HOMO energy ... -8.714 eV
Orbital gap ... 9.2253 eV
2S+1 ... 1
Molecular weight ... 360.454 g mol⁻¹
SMILES string ... COc1cccc(CN2C[C@@H](C(=O)NCC3CCOCC3)CCC2=O)c1

Atoms and positions in Å:
H: -0.17 -0.87 1.11
C: -3.63 1.26 0.56
O: 2.26 -2.76 -0.12
C: -0.23 -1.95 1.29
N: 1.17 -1.63 -1.74
H: 0.27 -1.34 -2.10
C: -1.64 2.32 1.38
C: -1.91 -1.16 2.89
H: -1.77 -5.37 1.42
O: -3.22 -3.51 2.51
H: -0.99 4.38 -0.29
C: -3.37 0.14 1.32
H: 0.46 -4.48 1.03
H: -1.12 -0.96 3.63
C: -2.23 0.10 2.12
C: -0.14 -2.72 -0.02
H: 4.24 3.25 -2.92
C: 2.33 -0.98 -2.29
H: -0.19 -4.81 -0.57
H: 1.01 2.91 -1.43
H: -4.03 -0.71 1.30
H: -2.45 -4.43 0.10
H: -3.02 3.22 -0.02
H: 1.35 0.84 -2.88
H: 0.98 0.66 -0.44
C: -0.96 4.53 0.79
H: 2.49 -1.30 -3.32
O: 3.05 3.15 -1.31
C: -1.70 -4.41 0.91
H: -2.80 -1.54 3.40
C: 2.19 0.55 -2.24
H: -1.90 5.00 1.12
N: -1.47 -2.21 1.99
H: 2.50 3.09 -3.30
H: 3.18 -1.31 -1.69
C: -0.31 -4.20 0.32
O: -0.72 3.32 1.48
H: -0.49 1.18 2.75
H: 3.65 0.96 -3.79
H: -0.95 -2.40 -0.69
H: 0.63 -2.23 1.92
C: -1.37 1.18 2.14
H: -4.52 1.30 -0.06
C: 1.87 2.58 -0.82
H: 4.31 0.91 -2.15
C: -2.19 -3.34 1.88
C: 1.92 1.05 -0.82
H: 1.74 2.96 0.20
H: 2.73 0.72 -0.16
C: 3.46 1.23 -2.75
C: -2.78 2.35 0.58
H: -0.13 5.18 1.04
C: 3.32 2.75 -2.63
C: 1.22 -2.40 -0.62


Stability summary: most stable <2>, least stable <1>.


<1>
The following is a quantum chemistry calculation of a cluster of 2 separate species, C2H9NS in total, from the Open Molecules 2025 dataset.

## Properties
HOMO energy ... -8.389 eV
Orbital gap ... 9.4035 eV
2S+1 ... 1
Molecular weight ... 79.168 g mol⁻¹
SMILES string ... CSC.N

Atoms and positions in Å:
C: 0.16 -0.77 1.33
H: 1.06 -0.76 1.95
H: 0.93 2.69 0.80
C: 0.88 1.70 0.36
H: 0.47 -1.21 0.38
H: -0.49 -1.21 -2.46
H: 0.80 1.79 -0.72
H: 1.82 1.23 0.66
N: -1.15 -1.16 -1.69
S: -0.54 0.85 1.08
H: -2.02 -1.56 -2.01
H: -1.33 -0.20 -1.44
H: -0.61 -1.39 1.77


<2>
The following is a quantum chemistry calculation of a cluster of 2 separate species, C2H9NS in total, from the Open Molecules 2025 dataset.

## Properties
HOMO energy ... -8.872 eV
Orbital gap ... 9.7612 eV
2S+1 ... 1
Molecular weight ... 79.168 g mol⁻¹
SMILES string ... CN.CS

Atoms and positions in Å:
H: 1.67 1.41 1.65
H: -0.78 -0.20 0.37
H: -0.01 1.41 -0.66
H: 1.60 -0.21 1.12
S: -1.36 -1.97 -1.25
H: -2.52 -0.18 -0.13
H: 1.78 1.95 -0.64
H: -0.07 -2.10 -1.01
C: 1.02 1.12 -0.48
H: 1.23 0.27 -1.07
H: -1.96 -1.43 1.01
N: 1.10 0.74 0.95
C: -1.70 -0.80 0.14


Stability summary: most stable <1>, least stable <2>.


<1>
The following is a quantum chemistry calculation of a cluster of 2 separate species, C2H9NS in total, from the Open Molecules 2025 dataset.

## Properties
HOMO energy ... -9.689 eV
Orbital gap ... 10.6838 eV
2S+1 ... 1
Molecular weight ... 79.168 g mol⁻¹
SMILES string ... CCN.S

Atoms and positions in Å:
C: -0.49 0.28 -2.11
H: -0.74 1.58 1.02
H: -0.40 -0.77 -1.88
N: -0.48 0.81 0.37
H: 0.50 1.00 0.23
H: -1.08 0.27 -3.05
H: -2.19 0.84 -0.97
H: 1.17 -2.43 3.73
H: 0.58 0.54 -2.18
C: -1.08 1.11 -1.01
H: -1.03 2.11 -1.43
S: 2.24 -2.75 3.07
H: 3.00 -2.59 4.20


<2>
The following is a quantum chemistry calculation of a cluster of 2 separate species, C2H9NS in total, from the Open Molecules 2025 dataset.

## Properties
HOMO energy ... -8.496 eV
Orbital gap ... 9.3010 eV
2S+1 ... 1
Molecular weight ... 79.168 g mol⁻¹
SMILES string ... CSC.N

Atoms and positions in Å:
C: -0.11 1.89 0.88
H: 0.67 -0.47 -1.34
H: -1.88 -4.32 0.48
H: -1.00 1.48 0.40
H: -0.12 1.66 1.93
H: -0.20 2.97 0.73
N: -2.89 -4.23 0.43
H: -3.23 -5.08 -0.03
H: -3.18 -3.46 -0.15
H: 1.30 0.92 -2.34
S: 1.41 1.27 0.10
H: -0.24 1.03 -1.66
C: 0.74 0.62 -1.46


Stability summary: most stable <2>, least stable <1>.


<1>
The following is a quantum chemistry calculation of a cluster of 2 separate species, C2H9NS in total, from the Open Molecules 2025 dataset.

## Properties
HOMO energy ... -8.393 eV
Orbital gap ... 9.3709 eV
2S+1 ... 1
Molecular weight ... 79.168 g mol⁻¹
SMILES string ... CSC.N

Atoms and positions in Å:
S: 0.53 0.68 0.07
H: -1.76 -0.19 -0.20
H: 0.99 -2.14 -2.05
C: 0.26 1.47 1.57
N: 0.85 -2.54 -1.21
H: 1.72 -2.82 -0.78
H: -1.61 1.61 -0.43
H: -0.36 1.06 2.31
H: -0.84 0.53 -1.71
H: 0.08 -2.25 -0.76
H: 1.26 1.51 2.20
C: -1.07 0.62 -0.63
H: -0.05 2.47 1.62


<2>
The following is a quantum chemistry calculation of a cluster of 3 separate species, C2H9NS in total, from the Open Molecules 2025 dataset.

## Properties
HOMO energy ... -8.480 eV
Orbital gap ... 9.4780 eV
2S+1 ... 1
Molecular weight ... 79.168 g mol⁻¹
SMILES string ... [H][H].C1CS1.N

Atoms and positions in Å:
H: 2.59 0.19 -5.77
H: -0.19 2.45 0.43
H: -1.59 -2.08 0.65
C: -0.05 1.53 0.98
N: -1.85 -1.80 1.59
H: 0.92 0.58 -0.73
S: 1.64 1.13 1.54
H: 2.58 0.82 -5.46
H: 0.35 -0.61 0.58
H: -0.69 1.28 1.81
H: -1.46 -2.27 2.37
C: 0.56 0.39 0.26
H: -2.81 -1.61 1.77


Stability summary: most stable <1>, least stable <2>.


<1>
The following is a quantum chemistry calculation of an isolated molecule of O2, from the Open Molecules 2025 dataset.

## Properties
HOMO energy ... -11.768 eV
Orbital gap ... 7.6909 eV
2S+1 ... 1
Molecular weight ... 31.998 g mol⁻¹
SMILES string ... O=O

Atoms and positions in Å:
O: 0.00 0.00 0.74
O: 0.00 0.00 -0.74


<2>
The following is a quantum chemistry calculation of a structure of composition O2, from the Open Molecules 2025 dataset.

## Properties
HOMO energy ... -12.662 eV
Orbital gap ... 7.4647 eV
2S+1 ... 1
Molecular weight ... 31.998 g mol⁻¹

Atoms and positions in Å:
O: 0.07 -0.82 0.26
O: -0.07 0.82 -0.26


Stability summary: most stable <1>, least stable <2>.


<1>
The following is a quantum chemistry calculation of a cluster of 2 separate species, C8H19NO in total, from the Open Molecules 2025 dataset.

## Properties
HOMO energy ... -8.858 eV
Orbital gap ... 9.6769 eV
2S+1 ... 1
Molecular weight ... 145.246 g mol⁻¹
SMILES string ... CCN(C)C(C)=O.CCC

Atoms and positions in Å:
C: -0.64 1.87 2.34
C: -1.88 -0.17 -0.24
H: 1.88 2.05 2.41
H: -0.14 -2.89 -2.40
H: 0.80 -3.69 -1.12
N: -0.74 -0.38 -1.14
C: -0.77 0.17 -2.45
H: 2.14 0.61 3.47
H: -0.28 -2.02 0.18
H: 1.26 0.13 -2.27
C: 0.20 0.72 2.76
H: -0.05 -0.19 2.28
C: 0.58 0.57 -3.00
H: 2.19 0.55 1.61
H: 0.04 0.45 3.82
H: 0.75 1.66 -3.15
H: 1.10 -1.07 -0.33
H: -1.34 -0.50 0.71
H: -2.21 0.88 -0.39
C: 0.17 -1.49 -0.65
O: -1.90 0.44 -2.84
C: 0.53 -2.54 -1.61
C: 1.72 0.96 2.53
H: 1.38 -2.29 -2.28
H: -2.72 -0.78 -0.46
H: -1.71 1.91 2.62
H: -0.88 1.92 1.19
H: 0.71 0.25 -4.01
H: -0.19 2.86 2.42


<2>
The following is a quantum chemistry calculation of a cluster of 2 separate species, C8H19NO in total, from the Open Molecules 2025 dataset.

## Properties
HOMO energy ... -9.099 eV
Orbital gap ... 9.9466 eV
2S+1 ... 1
Molecular weight ... 145.246 g mol⁻¹
SMILES string ... CCN(C)C(C)=O.CCC

Atoms and positions in Å:
C: -1.59 -0.45 -1.93
C: -0.06 1.93 3.78
H: 0.19 2.95 1.95
H: 0.27 1.24 1.72
H: 2.48 0.88 1.99
H: -1.77 0.32 -4.04
H: -0.38 -2.59 -3.84
H: 0.93 -1.32 -3.47
H: 0.61 2.19 4.57
C: -2.39 0.02 -3.17
H: -2.86 -0.94 -3.50
N: -0.65 -1.49 -2.03
H: 1.31 -0.28 -0.35
O: -1.81 0.01 -0.83
H: 2.75 2.53 1.72
C: 0.64 -0.94 0.17
H: 0.99 -2.83 -2.62
C: 0.24 -2.04 -3.05
H: -3.16 0.68 -2.86
H: -0.32 0.85 3.99
H: -1.04 -2.25 -0.08
C: 2.17 1.84 2.34
C: -0.19 -1.95 -0.68
H: -1.07 2.36 3.91
C: 0.63 2.03 2.40
H: 0.36 -2.92 -0.86
H: 1.27 -1.46 0.87
H: -0.23 -0.40 0.63
H: 2.67 2.03 3.28


Stability summary: most stable <2>, least stable <1>.